Record 1
ORCA calculation (ωB97M-V/def2-TZVPD) on an isolated molecule of C23H22N4O5S in a non-equilibrium geometry.

Geometry (Å):
C -5.9406 -0.6587 0.1759
H -6.8956 -0.5932 0.6949
O -5.3791 0.6294 0.2490
C -4.1367 0.8261 -0.2658
C -3.5817 2.0882 -0.0489
C -2.3280 2.3923 -0.5300
C -1.5774 1.4448 -1.2203
C -2.1382 0.1983 -1.4444
C -3.4082 -0.1119 -0.9875
H -3.8180 -1.0855 -1.2033
H -1.5782 -0.5469 -1.9911
C -0.2118 1.7832 -1.7499
N 0.6194 2.4282 -0.7536
C 1.9501 2.2472 -0.6824
O 2.5579 1.5023 -1.4295
C 2.6292 3.0978 0.3847
C 3.9048 2.4296 0.8895
H 4.5233 3.1491 1.4267
H 4.4673 2.0629 0.0294
C 3.5889 1.2751 1.8430
N 2.6857 0.2961 1.2645
C 3.1168 -0.6114 0.3511
N 2.3910 -1.5113 -0.2078
C 1.0828 -1.6142 0.1549
C 0.5090 -0.7039 1.0602
C -0.8316 -0.8280 1.4668
C -1.5316 -1.8877 0.9694
C -0.9558 -2.7985 0.0629
C 0.3324 -2.6801 -0.3732
H 0.7870 -3.3766 -1.0553
O -1.8755 -3.7506 -0.2619
C -3.0177 -3.4754 0.5162
O -2.8244 -2.2693 1.2208
H -3.8965 -3.3900 -0.1413
H -3.1848 -4.2993 1.2312
H -1.2541 -0.1177 2.1568
C 1.3289 0.3641 1.6082
O 0.9234 1.2538 2.3332
S 4.8154 -0.6047 -0.0745
C 4.7500 -1.8360 -1.4223
C 4.4162 -3.1369 -0.9156
N 4.1908 -4.1796 -0.5055
H 5.7446 -1.8429 -1.8715
H 3.9971 -1.4941 -2.1336
H 3.0848 1.6602 2.7337
H 4.5114 0.7653 2.1367
H 2.8769 4.0544 -0.0825
H 1.9425 3.2805 1.2120
H 0.1548 2.9964 -0.0638
H 0.3142 0.8835 -2.0806
H -0.3133 2.4525 -2.6181
H -1.9358 3.3868 -0.3707
H -4.1617 2.8155 0.4967
H -5.3042 -1.3948 0.6772
H -6.1162 -0.9646 -0.8610

Cartesian forces (eV/Å) of the 6 atoms listed first:
-0.088 -0.209 -0.020
0.055 -0.058 -0.053
0.123 0.264 0.029
0.204 0.096 -0.087
-0.182 -0.098 0.075
-0.034 -0.172 -0.033

Values from the calculation:
Total charge: 0
SMILES: COc1ccc(CNC(=O)CCCn2c(SCC#N)nc3cc4c(cc3c2=O)OCO4)cc1
E_tot in eV: -51241.82576
Orbital gap in eV: 8.59
Largest force on an atom in eV Å⁻¹: 1.3
Relative energy (zero: lowest compared OMol25 entry of this formula, charge and spin) in eV: 0.568


Record 2
ORCA calculation (ωB97M-V/def2-TZVPD) on a cluster of 2 separate species, C2H6O4 in total in a non-equilibrium geometry.

Geometry (Å):
C 0.9723 -0.3939 1.4491
C -0.0159 0.2814 0.4875
O -1.0933 0.8211 1.2102
O 0.4667 0.9856 -0.4772
H -1.4160 1.5797 0.7030
H 1.6933 -0.9671 0.8696
H 1.4824 0.3791 2.0239
H 0.4335 -1.0548 2.1262
O -0.4775 -0.3815 -1.7078
O -0.4137 -0.5639 -3.0661
H -1.1553 -0.0203 -3.3952
H -0.4766 -0.6653 -0.2231

Cartesian forces (eV/Å) of the 6 atoms listed first:
-0.117 0.025 -0.174
-0.431 -0.996 0.087
0.042 0.187 -0.098
-0.042 -0.064 0.206
0.030 -0.145 0.055
0.013 0.045 0.048

Values from the calculation:
Total charge: 0
E_tot in eV: -10354.22921
Orbital gap (alpha / beta) in eV: 8.83 / 8.41
Largest force on an atom in eV Å⁻¹: 2.8
Relative energy (zero: lowest compared OMol25 entry of this formula, charge and spin) in eV: 7.198


Record 3
ORCA calculation (ωB97M-V/def2-TZVPD) on an isolated molecule of C4H5NO.

Geometry (Å):
C -2.2564 -0.0305 0.2418
C -1.0623 0.5362 -0.3622
C 0.1245 0.5626 -0.6096
C 1.2612 -0.2476 -0.1411
O 1.0226 -1.3314 0.3669
N 2.5074 0.2574 -0.2682
H -2.8466 -0.6350 -0.4501
H -2.8875 0.6758 0.7752
H -1.7983 -0.7130 0.9662
H 3.2923 -0.2656 0.0842
H 2.6431 1.1911 -0.6031

Cartesian forces (eV/Å) of the 6 atoms listed first:
-0.161 0.056 0.024
0.634 -0.186 -0.073
-0.694 -0.132 0.288
0.138 -0.409 0.166
0.376 0.304 -0.240
0.106 0.081 -0.066

Values from the calculation:
Total charge: 0
SMILES: CC#CC(N)=O
E_tot in eV: -7764.51635
Orbital gap in eV: 10.54
Largest force on an atom in eV Å⁻¹: 0.8
Relative energy (zero: lowest compared OMol25 entry of this formula, charge and spin) in eV: 2.010


Record 4
ORCA calculation (ωB97M-V/def2-TZVPD) on an isolated molecule of C6H10O3 in a non-equilibrium geometry.

Geometry (Å):
C 1.3680 0.7976 0.0211
C 2.4020 1.5070 0.4696
C 0.0928 0.0795 0.0185
C -2.2485 0.1872 -0.9844
C 1.1835 -2.0164 0.2836
C -1.2327 0.7492 -0.0221
O 0.9487 0.3136 -1.1738
O -1.7106 0.6198 1.3449
O -0.0452 -1.1799 0.5611
H 3.1035 1.8638 -0.2305
H 2.4152 1.8196 1.5318
H -3.1356 0.1973 -0.3749
H -2.1929 -0.7991 -1.3355
H -2.2833 0.6863 -2.0022
H 1.9719 -1.3420 0.6721
H 1.3886 -1.8786 -0.8399
H 0.9828 -3.1260 0.6398
H -1.1932 1.8587 -0.2855
H -1.8149 -0.3373 1.7064

Cartesian forces (eV/Å) of the 6 atoms listed first:
-0.165 0.551 0.601
-1.751 -0.483 1.073
1.413 0.393 0.218
-0.286 0.811 -1.429
-1.082 0.856 -1.161
-0.572 0.526 0.849

Values from the calculation:
Total charge: 0
SMILES: C=C1O[C@]1(OC)[C@@H](C)O
E_tot in eV: -12522.75955
Orbital gap in eV: 10.18
Largest force on an atom in eV Å⁻¹: 2.9
Relative energy (zero: lowest compared OMol25 entry of this formula, charge and spin) in eV: 4.013